w) {"formula": "CH3ClN2O2", "method": "wB97M-V/def2-TZVPD", "symbols": ["C", "N", "N", "O", "O", "Cl", "H", "H", "H"], "coordinates": [[-0.33, 1.45, -0.54], [0.01, -1.31, 0.80], [0.91, -0.71, 0.17], [0.00, -2.47, 1.16], [2.02, -1.06, -0.15], [-1.37, 0.78, -1.66], [-0.83, 1.86, 0.38], [0.46, 2.21, -0.97], [-0.86, -0.75, 0.82]], "mulliken_charge": [-0.4744, 0.4614, 0.2757, -0.6261, -0.4280, -0.0520, 0.3057, 0.2888, 0.2487], "e_homo_ev": [-9.17, -9.00], "orbital_gap_ha": [0.3054, 0.2678], "lumo_energy_ev": [-0.9, -1.7]}

x) {"formula": "CH3ClN2O2", "method": "wB97M-V/def2-TZVPD", "symbols": ["O", "N", "C", "Cl", "N", "O", "H", "H", "H"], "coordinates": [[1.67, -1.24, 0.91], [0.52, -0.46, 0.38], [-0.49, -1.22, -0.26], [-1.66, -1.44, 1.05], [0.24, 0.76, 0.53], [1.02, 1.37, 1.46], [-1.00, -0.44, -1.00], [-0.15, -2.14, -0.66], [0.66, 2.28, 1.41]], "mulliken_charge": [-0.5375, 0.5904, -0.2525, -0.1391, -0.3494, -0.3029, 0.2584, 0.3193, 0.4133], "e_homo_ev": [-9.67, -9.66], "orbital_gap_ha": [0.3439, 0.3438], "lumo_energy_ev": [-0.3, -0.3]}

The structure with the greatest stability is x).

w) {"formula": "C3H7FO", "method": "wB97M-V/def2-TZVPD", "symbols": ["C", "C", "C", "F", "H", "H", "H", "H", "H", "O", "H", "H"], "coordinates": [[0.52, 1.48, 1.03], [0.85, 1.13, -0.24], [1.36, -0.24, -0.56], [0.87, 1.97, -1.34], [0.80, 0.78, 1.82], [0.18, 2.53, 1.29], [1.56, -0.41, -1.68], [0.66, -0.99, -0.21], [2.34, -0.35, 0.00], [-1.85, -0.73, -0.30], [-2.22, -1.64, -0.46], [-1.21, -0.82, 0.50]], "mulliken_charge": [-0.8143, 0.6763, -0.8664, -0.2636, 0.2719, 0.2527, 0.2640, 0.1997, 0.2817, -0.6576, 0.3274, 0.3282], "e_homo_ev": -9.53, "orbital_gap_ha": 0.3769, "lumo_energy_ev": 0.7}

x) {"formula": "C3H7FO", "method": "wB97M-V/def2-TZVPD", "symbols": ["C", "C", "C", "O", "F", "H", "H", "H", "H", "H", "H", "H"], "coordinates": [[0.87, 0.74, -1.30], [-1.17, -0.96, 1.30], [0.96, 0.50, 0.14], [-0.95, -0.75, 2.62], [0.69, 1.60, 0.90], [0.26, 1.54, -1.41], [0.61, -0.20, -1.87], [1.77, 0.83, -1.74], [-1.89, -0.51, 0.61], [-0.57, -1.83, 0.88], [1.69, -0.15, 0.66], [-1.06, 0.20, 3.03]], "mulliken_charge": [-0.9357, -0.4642, -0.1113, -0.4601, -0.2760, 0.3630, 0.2426, 0.3492, 0.3324, 0.2706, 0.3518, 0.3379], "e_homo_ev": [-7.60, -7.16], "orbital_gap_ha": [0.3127, 0.2981], "lumo_energy_ev": [0.9, 1.0]}

The structure with the greatest stability is w).

w) {"formula": "C2H4AgF3NO5S2", "method": "wB97M-V/def2-TZVPD", "symbols": ["N", "S", "O", "O", "S", "O", "O", "C", "F", "F", "F", "Ag", "O", "H", "C", "H", "H", "H"], "coordinates": [[-1.00, -0.07, -0.46], [-1.01, 1.73, -0.03], [-2.44, 1.59, 0.53], [0.11, 1.78, 0.97], [0.28, -0.85, -0.93], [1.47, 0.03, -0.91], [0.00, -1.67, -2.10], [0.64, -2.09, 0.42], [0.73, -1.48, 1.59], [-0.33, -2.99, 0.47], [1.78, -2.71, 0.15], [2.49, 1.97, 0.40], [4.21, 3.31, 0.32], [4.48, 4.11, 0.77], [-2.67, -0.44, -0.29], [-2.77, -0.48, 0.81], [-3.05, -1.47, -0.35], [-2.89, -0.26, -1.35]], "mulliken_charge": [-0.2351, 0.5565, -0.6057, -0.5775, 0.9416, -0.5463, -0.6408, 0.6841, -0.2350, -0.2331, -0.2359, 0.5850, -0.8696, 0.1622, -0.7614, 0.3469, 0.2803, 0.3838], "e_homo_ev": -5.02, "orbital_gap_ha": 0.2968, "charge": -1, "lumo_energy_ev": 3.1}

x) {"formula": "C2H4AgF3NO5S2", "method": "wB97M-V/def2-TZVPD", "symbols": ["N", "S", "O", "O", "S", "O", "O", "C", "F", "F", "F", "Ag", "O", "H", "C", "H", "H", "H"], "coordinates": [[0.54, 1.75, -0.14], [-1.11, 1.73, -0.38], [-1.27, 0.25, -1.07], [-1.82, 1.58, 0.94], [1.34, 0.64, 0.65], [0.61, -0.08, 1.71], [2.67, 1.15, 1.01], [1.74, -0.77, -0.56], [0.79, -1.70, -0.52], [1.86, -0.32, -1.80], [2.88, -1.34, -0.20], [-1.59, -0.84, 1.25], [-2.82, -2.20, 0.01], [-3.75, -2.42, 0.05], [-2.79, -0.37, -1.60], [-3.14, 0.61, -1.95], [-2.40, -1.02, -2.39], [-3.77, -0.56, -1.14]], "mulliken_charge": [-0.4314, 0.5054, -0.3346, -0.6455, 1.0402, -0.6862, -0.6419, 0.6889, -0.2167, -0.2572, -0.2327, 0.6787, -0.9042, 0.1466, -0.5235, 0.2892, 0.2665, 0.2583], "e_homo_ev": -4.82, "orbital_gap_ha": 0.2928, "charge": -1, "lumo_energy_ev": 3.1}

The structure with the greatest stability is x).

w) {"formula": "C2H5O2", "method": "wB97M-V/def2-TZVPD", "symbols": ["O", "H", "O", "C", "C", "H", "H", "H", "H"], "coordinates": [[0.12, 0.74, 2.58], [0.21, -0.20, 2.74], [-0.60, 1.00, -0.05], [0.10, 0.04, -0.55], [-0.15, -0.51, -1.78], [0.98, -0.34, 0.00], [-1.01, -0.17, -2.34], [0.40, -1.35, -2.19], [-0.03, 0.80, 1.60]], "mulliken_charge": [-0.7117, 0.2752, -0.8590, 0.0460, -0.9227, 0.2112, 0.2474, 0.2379, 0.4757], "e_homo_ev": -2.50, "orbital_gap_ha": 0.2587, "charge": -1, "lumo_energy_ev": 4.5}

x) {"formula": "C2H5O2", "method": "wB97M-V/def2-TZVPD", "symbols": ["O", "H", "C", "C", "O", "H", "H", "H", "H"], "coordinates": [[-1.10, 0.13, -2.31], [-1.40, -0.58, -2.90], [0.40, -0.99, 0.19], [0.10, 0.22, 0.61], [0.75, 0.62, 1.82], [-0.16, -1.30, -0.70], [1.11, -1.73, 0.51], [-0.37, 1.03, 0.05], [0.53, 1.50, 2.12]], "mulliken_charge": [-1.1059, 0.1176, -0.7194, 0.0637, -0.5230, 0.2764, 0.2837, 0.3173, 0.2896], "e_homo_ev": -2.18, "orbital_gap_ha": 0.2181, "charge": -1, "lumo_energy_ev": 3.8}

y) {"formula": "C2H5O2", "method": "wB97M-V/def2-TZVPD", "symbols": ["O", "H", "C", "C", "O", "H", "H", "H", "H"], "coordinates": [[-1.93, -1.44, -2.04], [-2.32, -0.64, -1.65], [-0.12, -0.19, 0.44], [1.15, 0.15, 0.58], [1.62, 1.42, 0.83], [-0.42, -1.21, 0.26], [-0.90, 0.49, 0.71], [1.92, -0.61, 0.44], [0.99, 2.03, 0.43]], "mulliken_charge": [-1.1132, 0.1264, -0.7521, 0.2302, -0.5321, 0.1853, 0.2534, 0.3013, 0.3008], "e_homo_ev": -2.02, "orbital_gap_ha": 0.2063, "charge": -1, "lumo_energy_ev": 3.6}

The structure with the greatest stability is w).

w) {"formula": "H12NaO6", "method": "wB97M-V/def2-TZVPD", "symbols": ["Na", "O", "H", "H", "O", "H", "H", "O", "H", "H", "O", "H", "H", "O", "H", "H", "O", "H", "H"], "coordinates": [[0.06, 0.33, -0.36], [-0.62, 1.35, 1.39], [-0.43, 1.85, 2.19], [-1.57, 1.28, 1.37], [1.40, -1.10, -0.67], [2.03, -0.93, -1.38], [1.62, -1.98, -0.36], [1.59, 0.58, 0.91], [2.46, 0.33, 0.61], [1.67, 0.62, 1.86], [-0.38, -2.11, 0.65], [-0.14, -2.69, -0.07], [0.26, -1.39, 0.61], [-0.42, 0.92, -2.15], [-0.75, 1.70, -2.59], [0.50, 0.87, -2.42], [-2.06, 0.21, 0.04], [-2.36, -0.38, 0.74], [-2.87, 0.51, -0.37]], "mulliken_charge": [0.9452, -0.5674, 0.2671, 0.3167, -0.6804, 0.2588, 0.2355, -0.5403, 0.2823, 0.2714, -0.6188, 0.2806, 0.6315, -0.6517, 0.2937, 0.3130, -0.6221, 0.3386, 0.2463], "e_homo_ev": -15.14, "orbital_gap_ha": 0.4267, "charge": 1, "lumo_energy_ev": -3.5}

x) {"formula": "H12NaO6", "method": "wB97M-V/def2-TZVPD", "symbols": ["Na", "O", "H", "H", "O", "H", "H", "O", "H", "H", "O", "H", "H", "O", "H", "H", "O", "H", "H"], "coordinates": [[-4.08, -3.08, -0.16], [-2.48, -2.97, 1.09], [-1.99, -3.46, 1.75], [-1.90, -2.96, 0.33], [-5.28, -3.96, 1.03], [-6.23, -3.87, 0.99], [-5.13, -4.74, 1.57], [-5.75, -2.09, -0.01], [-5.36, -1.54, 0.67], [-6.59, -1.68, -0.19], [-2.09, -3.13, -0.91], [-1.49, -3.40, -1.60], [-2.13, -2.17, -0.98], [-3.91, -3.70, -1.86], [-3.21, -4.24, -1.50], [-3.58, -3.43, -2.72], [-3.76, -1.22, 1.15], [-3.62, -0.43, 0.63], [-2.89, -1.59, 1.26]], "mulliken_charge": [1.2618, -0.7215, 0.2561, 0.3813, -0.6065, 0.2864, 0.2470, -0.6804, 0.3862, 0.2520, -0.7051, 0.3306, 0.3622, -0.6902, 0.4315, 0.3013, -0.7839, 0.3083, 0.3830], "e_homo_ev": -14.89, "orbital_gap_ha": 0.4054, "charge": 1, "lumo_energy_ev": -3.9}

y) {"formula": "H12NaO6", "method": "wB97M-V/def2-TZVPD", "symbols": ["Na", "O", "H", "H", "O", "H", "H", "O", "H", "H", "O", "H", "H", "O", "H", "H", "O", "H", "H"], "coordinates": [[-0.24, -0.35, 0.17], [0.21, 1.10, -0.64], [0.82, 1.77, -0.97], [-0.60, 1.25, -1.12], [0.86, 0.70, 1.30], [0.63, 1.50, 0.81], [0.84, 0.98, 2.21], [-0.27, -0.89, -1.64], [0.33, -1.19, -2.33], [-0.60, -0.05, -1.96], [1.64, -0.64, 0.12], [1.45, -0.19, 0.94], [2.10, 0.01, -0.41], [-0.33, -1.44, 1.48], [0.40, -2.05, 1.57], [-1.09, -1.94, 1.77], [-1.74, 0.27, -0.31], [-2.39, 0.75, 0.22], [-2.01, 0.42, -1.21]], "mulliken_charge": [0.8229, -0.5736, 0.2669, 0.3634, -0.4729, 0.3430, 0.2721, -0.5347, 0.3056, 0.3180, -0.8250, 0.4184, 0.3133, -0.6236, 0.3000, 0.3120, -0.5825, 0.2867, 0.2899], "e_homo_ev": -13.84, "orbital_gap_ha": 0.3668, "charge": 1, "lumo_energy_ev": -3.9}

The structure with the greatest stability is w).

w) {"formula": "C4H12N2S", "method": "wB97M-V/def2-TZVPD", "symbols": ["C", "C", "C", "S", "N", "C", "N", "H", "H", "H", "H", "H", "H", "H", "H", "H", "H", "H", "H"], "coordinates": [[0.10, 2.24, 0.07], [0.39, 0.70, 0.07], [-0.65, 0.01, -0.81], [-1.06, 1.01, -2.39], [0.53, 0.05, 1.37], [1.51, -0.94, 1.49], [1.01, -2.39, 1.60], [0.45, 2.70, 1.02], [0.43, 2.71, -0.80], [-0.98, 2.29, 0.03], [-3.68, -0.04, -2.43], [-0.16, -0.93, -1.20], [-1.52, -0.16, -0.26], [-3.79, -0.54, -2.98], [1.46, 0.64, -0.50], [2.27, -0.92, 0.58], [2.15, -0.82, 2.42], [0.06, -2.42, 1.20], [1.49, -3.19, 1.51]], "mulliken_charge": [-1.5701, 0.7264, -1.0924, 0.0181, -0.3566, -0.2358, -0.1241, 0.3623, 0.4570, 0.4014, -0.1150, 0.3605, 0.5231, 0.1190, 0.1873, 0.3676, 0.3752, 0.3377, 0.2586], "e_homo_ev": [-12.93, -12.45], "s_squared": 1.73, "orbital_gap_ha": [0.2371, 0.1302], "charge": 1, "lumo_energy_ev": [-6.5, -8.9], "multiplicity": 2}

x) {"formula": "C4H12N2S", "method": "wB97M-V/def2-TZVPD", "symbols": ["C", "N", "C", "C", "S", "C", "N", "H", "H", "H", "H", "H", "H", "H", "H", "H", "H", "H", "H"], "coordinates": [[0.73, -0.52, -1.23], [0.99, 0.28, -0.06], [0.42, 1.60, 0.12], [-0.45, 1.64, 1.39], [-2.19, 1.79, 0.85], [0.53, -2.00, -0.82], [-0.76, -2.32, -0.20], [1.64, -0.43, -1.84], [-0.19, -0.14, -1.66], [1.92, 0.13, 0.32], [1.30, 2.25, 0.25], [-0.06, 1.90, -0.80], [-0.16, 2.49, 2.00], [-0.43, 0.68, 1.89], [-2.75, 1.37, 1.99], [1.32, -2.30, -0.13], [0.67, -2.66, -1.67], [-1.00, -1.60, 0.48], [-1.51, -2.16, -0.88]], "mulliken_charge": [-0.3647, -0.0243, -0.6984, -0.5308, -0.2136, -0.6978, -0.5420, 0.3064, 0.3860, 0.3275, 0.3372, 0.4932, 0.3843, 0.3783, 0.1814, 0.3744, 0.3898, 0.2221, 0.2911], "e_homo_ev": [-13.20, -13.12], "s_squared": 0.75, "orbital_gap_ha": [0.3691, 0.1943], "charge": 1, "lumo_energy_ev": [-3.2, -7.8], "multiplicity": 2}

The structure with the greatest stability is x).